DFT (wB97M-V/def2-TZVPD) results for a structure of composition C26H30Cl2F4GeMoN3O2.

<S²>: 2.03
Energy above the lowest of the compared OMol25 structures with the same formula, charge and spin, kJ/mol: 1.7
Total charge: +1
2S+1: 3
Frontier orbital gap (spin up / spin down), eV: 6.996 / 7.528
Total energy, eV: -130295.18295

Last column: Löwdin spin population.
Atoms and positions in Å:
H -2.331 -1.936 4.078  0.00
Cl -2.934 2.467 -4.880  0.00
C 1.963 2.205 -1.566  0.01
C -0.294 -2.331 -2.705  0.02
H 2.764 -3.518 0.524  0.00
H 1.999 -0.345 -3.744  0.00
H -4.785 -0.353 1.069  0.00
C 1.822 2.346 -0.054  0.00
Mo 0.208 -0.022 -0.698  1.79
C 1.305 1.252 4.820  -0.01
C -1.568 -0.796 0.191  0.03
H -0.701 -1.349 3.752  0.00
H -2.391 -0.560 -0.496  0.01
C 2.145 -5.117 -0.758  0.00
H 4.170 0.800 -1.905  0.00
C -2.422 2.529 -3.240  0.00
C 1.335 -5.516 -1.839  0.01
H 2.846 2.769 -1.892  0.00
C 0.532 -4.607 -2.459  0.00
C -1.548 2.518 -0.670  0.01
C 1.126 1.259 1.977  0.01
N -1.142 1.540 -1.497  0.00
C 1.430 0.091 4.088  0.00
H 1.103 2.643 -2.071  0.00
C -2.425 1.315 2.614  0.00
F 1.660 -1.069 4.705  0.00
C 0.502 -3.267 -2.005  0.01
C -1.603 -1.743 3.290  0.00
H -1.268 0.723 -3.393  0.00
O -0.440 -1.125 -2.408  0.02
H -4.348 -2.050 1.295  0.00
C -1.581 1.541 -2.761  0.01
H -4.795 -1.060 2.688  0.00
Ge -2.398 -0.539 1.972  0.01
C 0.984 2.424 2.738  0.00
F 0.914 3.569 4.765  0.00
H -0.820 -2.683 -3.599  0.00
F 1.480 -1.078 2.069  0.00
C 1.313 -2.861 -0.914  0.00
C -2.390 3.529 -1.087  0.00
H 1.349 3.309 0.134  0.00
C 1.986 0.703 -3.447  0.00
N 1.047 1.243 0.569  -0.04
H -1.439 1.727 2.821  0.00
O 1.335 -1.630 -0.488  0.05
C 1.079 2.415 4.118  0.00
H -0.087 -4.903 -3.297  0.00
F 0.660 3.592 2.155  0.00
H 1.377 1.250 5.898  0.00
H -2.940 1.960 1.900  0.00
H 1.067 1.162 -3.809  0.00
H -1.183 2.468 0.345  0.00
H 2.836 1.211 -3.912  0.00
H 2.775 -5.856 -0.281  0.00
H -2.999 1.346 3.542  0.00
H 2.806 2.382 0.422  0.00
H 3.408 -0.807 -1.891  0.00
H -2.692 4.295 -0.386  0.00
C -2.838 3.546 -2.397  0.01
H 3.361 0.186 -0.437  0.00
Cl 1.382 -7.161 -2.365  0.00
H -3.497 4.322 -2.761  0.00
C 3.326 0.213 -1.524  0.00
C 2.145 -3.822 -0.309  0.00
C -4.273 -1.053 1.731  0.00
C 1.334 0.089 2.708  0.00
N 2.054 0.799 -1.984  0.01
H -1.448 -1.889 0.135  0.01
H -1.354 -2.695 2.820  0.00